(1)
{"formula": "C3H6F2O", "method": "ωB97M-V/def2-TZVPD", "smiles": "CC(F)(F)CO", "e_homo_ev": -10.796, "largest_force_ev_per_a": 5.15, "lumo_energy_ev": 0.93, "charge": 0, "relative_energy_ev": 0.161, "elements": ["C", "C", "F", "F", "C", "O", "H", "H", "H", "H", "H", "H"], "positions_angstrom": [[0.9492, 0.3325, -1.0160], [0.3859, 0.1541, 0.3166], [0.8465, -0.9475, 0.9060], [0.7945, 1.2592, 1.1009], [-1.1002, 0.0554, 0.6021], [-1.4480, -1.2035, 0.0525], [0.5019, 1.1986, -1.3786], [0.7234, -0.4944, -1.6739], [1.9899, 0.5053, -0.9553], [-1.1507, 0.1680, 1.6996], [-1.5755, 0.8472, 0.0171], [-0.9169, -1.8749, 0.3290]]}

***

(2)
{"formula": "C5H13NO2", "method": "ωB97M-V/def2-TZVPD", "smiles": "CC[C@@H](C)NC=O.O", "e_homo_ev": -9.718, "largest_force_ev_per_a": 2.99, "lumo_energy_ev": 0.62, "charge": 0, "relative_energy_ev": 1.790, "elements": ["C", "C", "C", "C", "N", "C", "O", "H", "H", "H", "H", "H", "H", "H", "H", "H", "H", "H", "O", "H", "H"], "positions_angstrom": [[-2.1386, 0.9445, -1.4829], [-0.7935, 0.3763, -0.9542], [-0.2639, 0.8109, 0.4447], [-0.2488, -0.3153, 1.4755], [1.1278, 1.4008, 0.2916], [2.1900, 1.0150, -0.5062], [2.0008, 0.4108, -1.5471], [-2.1578, 1.9805, -1.8125], [-2.4788, 0.1957, -2.2152], [-2.9512, 0.7429, -0.7326], [-0.9753, -0.6793, -0.9159], [-0.1567, 0.6066, -1.8252], [-0.8364, 1.6946, 0.7922], [-0.0682, 0.1402, 2.4304], [0.6799, -0.9577, 1.3824], [-1.0400, -1.0432, 1.4285], [1.4719, 1.5975, 1.2600], [3.1240, 1.5340, -0.2449], [1.1729, -3.7502, 1.2021], [0.5663, -3.7163, 0.4550], [1.7754, -2.9883, 1.0742]]}

***

(3)
{"formula": "C6H17NO", "method": "ωB97M-V/def2-TZVPD", "smiles": "CN[C@@H](C)C(C)C.O", "e_homo_ev": -9.388, "largest_force_ev_per_a": 3.15, "lumo_energy_ev": 0.87, "charge": 0, "relative_energy_ev": 1.520, "elements": ["C", "N", "C", "C", "C", "C", "C", "H", "H", "H", "H", "H", "H", "H", "H", "H", "H", "H", "H", "H", "H", "H", "O", "H", "H"], "positions_angstrom": [[-0.5395, 2.5332, -0.6917], [-0.6521, 1.1839, -0.0635], [0.4526, 0.3217, -0.5275], [1.7291, 0.6155, 0.4198], [0.0936, -1.1855, -0.5439], [1.2966, -2.0755, -0.8426], [-0.5538, -1.6640, 0.8513], [-0.8016, 2.3575, -1.7758], [0.4454, 2.9592, -0.5837], [-1.3234, 3.1528, -0.3372], [-0.5662, 1.2234, 0.9575], [0.7115, 0.5407, -1.5698], [2.2302, 1.5418, 0.1941], [1.3996, 0.3874, 1.4516], [2.5640, -0.0841, 0.3211], [-0.8265, -1.4208, -1.1411], [1.0032, -2.6222, -1.7437], [2.1633, -1.4836, -1.2865], [1.6548, -2.6886, -0.0040], [0.2138, -1.8603, 1.5385], [-0.9892, -2.6403, 0.6892], [-1.1837, -0.8533, 1.2255], [-3.2183, 0.3169, 1.2356], [-2.7454, 1.0374, 1.7200], [-2.5582, 0.4069, 0.5066]]}

***

(4)
{"formula": "C10H19ClOSi", "method": "ωB97M-V/def2-TZVPD", "smiles": "CC#C[C@@H](Cl)O[Si](C)(C)C(C)(C)C", "e_homo_ev": -9.477, "largest_force_ev_per_a": 4.67, "lumo_energy_ev": 0.70, "charge": 0, "relative_energy_ev": 2.085, "elements": ["C", "C", "C", "C", "Cl", "O", "Si", "C", "C", "C", "C", "C", "C", "H", "H", "H", "H", "H", "H", "H", "H", "H", "H", "H", "H", "H", "H", "H", "H", "H", "H", "H"], "positions_angstrom": [[-2.6241, 3.1691, -2.5561], [-1.3334, 2.5870, -2.1988], [-0.2878, 2.0296, -2.0046], [0.9736, 1.4616, -1.8311], [2.0280, 2.5120, -0.8524], [1.0453, 0.1509, -1.1638], [0.0810, -0.1986, 0.1643], [-0.4944, 1.1793, 1.3887], [-1.6388, -0.6102, -0.6729], [1.1917, -1.4866, 1.0959], [0.1117, -2.2839, 1.9289], [1.6942, -2.5455, 0.1061], [2.1674, -1.0876, 2.1323], [-2.5644, 4.1371, -3.0324], [-3.1363, 2.4312, -3.1487], [-3.2692, 3.3973, -1.5868], [1.2993, 1.2582, -2.8298], [-1.3717, 1.6566, 0.9688], [-1.0217, 0.7316, 2.2961], [0.2977, 1.9121, 1.5856], [-1.6420, 0.1266, -1.5281], [-1.5542, -1.6528, -1.1083], [-2.5928, -0.5986, -0.1537], [0.7996, -2.8507, 2.5276], [-0.4540, -1.5652, 2.4788], [-0.6167, -2.8295, 1.2802], [2.5209, -3.1643, 0.6008], [2.1257, -2.1075, -0.9127], [0.8035, -3.1722, -0.1166], [2.9495, -0.5045, 1.5448], [1.8448, -0.3062, 2.8090], [2.6676, -1.7761, 2.7889]]}

***

(5)
{"formula": "C7H14OSi", "method": "ωB97M-V/def2-TZVPD", "smiles": "C#CC(C)(C)O[SiH](C)C", "e_homo_ev": -9.888, "largest_force_ev_per_a": 4.39, "lumo_energy_ev": 0.88, "charge": 0, "relative_energy_ev": 1.385, "elements": ["C", "C", "C", "C", "C", "O", "Si", "C", "C", "H", "H", "H", "H", "H", "H", "H", "H", "H", "H", "H", "H", "H", "H"], "positions_angstrom": [[1.3696, -2.6342, -0.6340], [1.3138, -1.4828, -0.3585], [1.1381, -0.0171, 0.1818], [2.1107, 0.1506, 1.3972], [1.6750, 0.9271, -0.8599], [-0.2177, 0.1423, 0.6310], [-1.5587, 0.6975, 0.0221], [-1.8198, -0.3452, -1.6039], [-2.6676, 0.4406, 1.4833], [1.8159, -3.6254, -0.8146], [2.4349, 1.2250, 1.4491], [1.7408, -0.1947, 2.3389], [3.0142, -0.3447, 1.2316], [2.6722, 0.7000, -1.2364], [1.6568, 2.0103, -0.4534], [0.9895, 0.7225, -1.8011], [-1.5545, 2.1960, -0.4121], [-1.2354, -1.2805, -1.4330], [-2.8732, -0.5314, -1.8182], [-1.4572, 0.0738, -2.4911], [-2.7065, 1.4498, 1.9469], [-3.6194, 0.0364, 1.1928], [-2.2215, -0.3159, 2.0414]]}

***

(6)
{"formula": "C19H106F3N5O44S2", "method": "ωB97M-V/def2-TZVPD", "e_homo_ev": -9.290, "largest_force_ev_per_a": 3.78, "lumo_energy_ev": -0.34, "charge": 0, "elements": ["C", "O", "C", "C", "C", "C", "S", "O", "O", "C", "F", "F", "F", "C", "C", "C", "C", "N", "C", "C", "C", "O", "N", "C", "O", "C", "N", "C", "C", "S", "C", "N", "N", "C", "O", "H", "H", "H", "H", "H", "H", "H", "H", "H", "H", "H", "H", "H", "H", "H", "H", "H", "H", "H", "H", "H", "H", "H", "H", "H", "H", "H", "H", "H", "H", "O", "H", "H", "O", "H", "H", "O", "H", "H", "O", "H", "H", "O", "H", "H", "O", "H", "H", "O", "H", "H", "O", "H", "H", "O", "H", "H", "O", "H", "H", "O", "H", "H", "O", "H", "H", "O", "H", "H", "O", "H", "H", "O", "H", "H", "O", "H", "H", "O", "H", "H", "O", "H", "H", "O", "H", "H", "O", "H", "H", "O", "H", "H", "O", "H", "H", "O", "H", "H", "O", "H", "H", "O", "H", "H", "O", "H", "H", "O", "H", "H", "O", "H", "H", "O", "H", "H", "O", "H", "H", "O", "H", "H", "O", "H", "H", "O", "H", "H", "O", "H", "H", "O", "H", "H", "O", "H", "H", "O", "H", "H", "O", "H", "H"], "positions_angstrom": [[-0.3130, -3.3301, 5.0420], [-1.5153, -3.1620, 4.2988], [-1.4782, -2.0380, 3.4149], [-1.4454, -2.5830, 1.9914], [-1.9089, -1.6697, 0.8364], [-0.9358, -0.6237, 0.1549], [-1.6962, 0.9922, 0.5211], [-0.7935, 2.0896, 0.2455], [-2.9827, 1.1382, -0.1397], [-2.1032, 1.2314, 2.3259], [-1.1117, 0.9317, 3.1575], [-3.2331, 0.6530, 2.7045], [-2.3113, 2.5493, 2.4228], [-1.0211, -0.9965, -1.3874], [-2.4066, -1.0989, -2.0289], [-2.5856, -2.3323, -2.9586], [-3.6935, -1.9418, -3.9834], [-3.1414, -1.3217, -5.1972], [-0.1949, -0.2374, -2.4581], [-0.5584, 1.2634, -2.5683], [-0.1494, 1.8855, -3.8931], [0.5145, 2.1376, -2.5252], [-0.2555, -2.2796, -1.2840], [0.7841, -2.0799, -0.3567], [1.6891, -2.8570, -0.1949], [0.5722, -0.7310, 0.4186], [1.4414, 0.3319, -0.1531], [1.1200, -0.9021, 1.8586], [2.6720, -0.8697, 1.9273], [3.2814, 0.7423, 2.5390], [3.9462, 1.6252, 1.1802], [3.7353, 2.8890, 1.0289], [4.4448, 3.3083, -0.0802], [5.0134, 2.2427, -0.5333], [4.7641, 1.1477, 0.2043], [0.5779, -3.3200, 4.4020], [-0.3643, -4.3157, 5.4952], [-0.2315, -2.6292, 5.8744], [-2.3918, -1.4698, 3.6112], [-0.6084, -1.4440, 3.6935], [-2.1451, -3.4227, 2.0146], [-0.4862, -3.0507, 1.7563], [-2.3176, -2.3663, 0.1099], [-2.7984, -1.1404, 1.1868], [-3.2065, -1.1921, -1.2924], [-2.6627, -0.2354, -2.6379], [-2.8776, -3.2105, -2.3857], [-1.6804, -2.4743, -3.5504], [-4.3428, -2.7809, -4.2363], [-4.3366, -1.1683, -3.5537], [-2.3782, -1.8800, -5.5666], [-2.7249, -0.4297, -4.9501], [0.8820, -0.2812, -2.3833], [-0.4824, -0.6022, -3.4411], [-1.4972, 1.6038, -2.1474], [-0.4948, 2.8839, -4.1163], [0.7619, 1.5338, -4.3629], [-0.7970, -3.1233, -1.1400], [2.0667, -0.0874, -0.8305], [0.9337, 1.0614, -0.6452], [0.8256, -1.8253, 2.3492], [0.7951, -0.0716, 2.4865], [3.1521, -1.1906, 1.0090], [3.0037, -1.5696, 2.6950], [5.6699, 2.1133, -1.3772], [-4.1487, -4.0812, -0.7531], [-4.8528, -3.6936, -0.2029], [-4.2096, -5.0288, -0.5983], [6.4166, 0.3046, 3.9112], [5.6151, 0.4950, 3.4042], [6.8426, 1.1604, 4.0210], [6.0483, 2.6993, -3.6687], [5.7574, 3.0425, -4.5203], [6.9142, 2.3170, -3.8499], [-5.9506, -1.9187, -7.1233], [-6.5640, -1.1881, -6.9967], [-5.3846, -1.8911, -6.3415], [0.2756, 3.3454, 4.3848], [-0.3791, 3.9890, 4.0880], [-0.0764, 2.5008, 4.0844], [-0.0822, 0.9344, 6.3531], [-0.8155, 1.3085, 5.8576], [0.4891, 1.6963, 6.5208], [-2.0014, 3.9215, -5.2853], [-2.7901, 4.0858, -5.8130], [-1.5560, 4.7749, -5.2504], [4.5953, -3.7831, 0.3254], [4.8640, -3.4529, -0.5373], [3.6488, -3.6148, 0.3618], [2.1732, 0.8540, 8.5307], [1.5435, 0.5834, 7.8581], [2.9869, 0.4081, 8.2754], [0.3139, -5.6090, 6.9513], [-0.4110, -5.5291, 7.5855], [0.8361, -6.3548, 7.2661], [-5.0931, -2.3743, 1.2502], [-5.0905, -1.4158, 1.1599], [-5.0575, -2.5334, 2.2065], [-3.3533, -3.8647, -7.8211], [-3.2171, -3.5637, -8.7255], [-4.2890, -3.6929, -7.6607], [-5.4633, 0.2884, -2.0975], [-6.0747, 1.0166, -1.9491], [-4.8946, 0.2962, -1.3176], [2.0484, -1.1282, -4.4738], [2.0923, -1.5766, -3.6245], [2.9373, -1.2496, -4.8260], [-5.7688, 1.0810, -7.5667], [-6.1234, 1.4419, -8.3857], [-4.9163, 0.7120, -7.8314], [6.7726, 5.7863, -0.9981], [7.4202, 5.3021, -0.4710], [5.9663, 5.2634, -0.9217], [1.1252, -2.1446, 7.8259], [0.6517, -1.3416, 8.0654], [1.6047, -2.3794, 8.6263], [-6.1442, -3.4461, 3.6914], [-6.8954, -3.0837, 4.1746], [-6.1805, -4.3933, 3.8684], [-2.0970, -2.8346, 7.7469], [-2.8476, -2.6504, 7.1631], [-1.6386, -1.9942, 7.8378], [9.2269, 4.1818, -0.0639], [9.6191, 3.5200, -0.6402], [9.5681, 3.9726, 0.8129], [-3.3094, 2.0496, -8.9941], [-3.6525, 2.4097, -9.8152], [-2.4621, 1.6771, -9.2561], [1.0121, 5.7968, 5.8543], [0.3467, 6.4512, 5.5924], [0.6669, 4.9508, 5.5365], [3.7381, 7.5964, 6.4800], [4.3611, 6.9866, 6.8800], [2.8870, 7.1397, 6.5032], [10.4601, 6.2135, 1.4528], [9.7056, 6.4039, 0.8864], [10.9314, 7.0530, 1.5275], [6.0909, -0.5902, -4.0643], [6.1502, 0.3692, -4.1351], [6.1319, -0.7688, -3.1190], [3.1018, -3.5365, -2.6256], [2.3662, -3.4416, -2.0057], [3.6208, -4.2631, -2.2664], [-2.3525, 3.3952, -11.4124], [-3.1490, 3.5819, -11.9209], [-1.8990, 4.2432, -11.3693], [3.2369, 4.4571, 7.3358], [2.4915, 4.8411, 6.8540], [3.8051, 5.2042, 7.5243], [-8.8208, 1.4345, -8.1018], [-7.9453, 1.2010, -7.7742], [-9.3707, 1.4655, -7.3138], [-2.3701, -6.1654, 6.1574], [-2.6047, -5.7486, 5.3215], [-1.5199, -6.5835, 5.9827], [6.6498, -1.4188, 0.6915], [6.0237, -0.6914, 0.7558], [7.1350, -1.3831, 1.5230], [-4.5969, -3.1672, 6.3552], [-4.9520, -2.9970, 5.4753], [-4.8690, -4.0726, 6.5496], [-1.0018, 7.6408, 6.4686], [-0.8336, 8.5865, 6.5361], [-0.9586, 7.3239, 7.3772], [-6.0101, -6.0915, 7.2780], [-6.7464, -6.0734, 7.8969], [-5.4281, -6.7817, 7.6131], [12.5534, 8.4777, 1.1046], [12.2918, 8.8425, 0.2529], [13.4106, 8.0727, 0.9402], [1.4440, 4.9027, -0.9179], [2.0869, 4.4008, -0.4045], [0.6473, 4.3624, -0.8826], [-4.7928, -5.0337, -10.2072], [-4.4830, -5.4512, -9.3940], [-5.7494, -5.1407, -10.1796], [-5.2855, -6.0807, -13.1053], [-5.8960, -5.3487, -12.9824], [-4.7287, -6.0548, -12.3175]]}

***

- Which formula does entry 1 have?
  C3H6F2O

***

- What is the charge in the fourth record?
  0

***

- What is the formula in the third record?
  C6H17NO

***

- Number 6 is which compound?
  C19H106F3N5O44S2